Entry 1:
Here is 11 unconnected molecules or ions with the total composition C16H53NO11 at a distorted geometry from the OMol25 dataset. Energies are from ωB97M-V/def2-TZVPD.

HOMO energy (spin up / spin down) = 0.50 / -6.41 eV
⟨S²⟩ = 0.7505
2S+1 = 2
total charge = -1
energy = -41458.106 eV

Each line ends with the Löwdin charge.
Geometry (Å):
O  -0.3248  20.0147  24.4074  -0.15
O  -3.5708  25.0266  25.9917  -0.14
O  -5.6796  21.5078  22.9632  -0.05
O  -3.7526  19.5178  29.0451  -0.20
O  -0.8752  17.3873  24.4160  -0.13
O  -7.9709  22.4636  24.3161  -0.16
O  -12.0845  18.8941  22.5564  -0.01
O  -1.7082  22.3818  23.5572  -0.16
O  -5.0120  19.1979  24.2796  -0.15
O  -5.9794  17.1089  25.8319  -0.19
O  -2.6865  16.8999  27.4682  -0.09
N  -10.6284  18.8714  22.5425  -0.10
C  -10.0863  19.4523  21.3321  -0.49
C  -4.4149  19.9495  25.3059  -0.17
C  -8.4545  17.9105  23.3430  -0.15
C  -10.1489  16.3057  22.4620  -0.03
C  -7.7553  18.3229  22.0393  -0.17
C  0.9794  20.3411  24.8889  -0.14
C  -8.4627  19.5842  21.4454  -0.09
C  -7.7434  22.6936  25.6824  -0.18
C  -6.3201  15.7170  26.0542  -0.18
C  -1.9405  17.1687  23.5573  -0.21
C  -10.4420  18.6334  20.1032  -0.04
C  -3.4116  23.8762  26.8031  -0.20
C  -9.9784  17.6877  23.2189  -0.46
C  -10.6088  17.5906  24.6080  -0.05
C  -10.5591  20.9179  21.3089  -0.04
C  -2.3355  21.7533  22.4282  -0.14
H  -6.7362  18.4669  22.3984  0.09
H  -2.8937  20.9179  22.8509  0.06
H  -11.5917  21.0889  21.0047  0.07
H  -4.3023  23.6532  27.3906  0.06
H  -5.3201  20.7652  23.4486  -0.02
H  -9.2055  15.9215  22.0740  0.06
H  -2.9856  22.4275  21.8706  0.08
H  -1.4073  21.4478  21.9452  0.08
H  -10.7198  18.5908  25.0269  0.09
H  -0.7332  18.3368  24.4142  0.01
H  -1.4653  23.2226  23.1628  0.08
H  -3.1588  16.3857  26.8133  0.00
H  -3.8657  20.2643  29.6335  -0.01
H  0.9979  21.0962  25.6749  0.07
H  -8.2214  20.3604  22.1716  0.09
H  -7.3008  23.6875  25.7492  0.07
H  -3.0082  17.7935  27.3494  -0.02
H  -2.9018  16.7998  23.9150  0.06
H  -2.1449  18.1288  23.0835  0.07
H  -4.2764  19.3703  26.2189  0.06
H  -10.3711  21.4944  22.2147  0.09
H  -7.1630  22.2890  23.8278  0.01
H  -8.0753  19.9576  20.4975  0.11
H  -7.9746  17.1020  23.8944  0.10
H  -7.7051  17.4757  21.3554  0.09
H  -5.4849  15.0464  26.2567  0.07
H  -9.9100  17.0913  25.2792  0.07
H  -3.9663  24.7091  25.1767  0.06
H  -5.9728  17.5326  26.6934  0.05
H  -4.7391  20.9663  25.5276  0.07
H  -10.0795  21.3900  20.4515  0.07
H  -10.8858  16.2053  21.6651  0.07
H  -9.8015  17.7514  20.0996  0.07
H  -0.8084  20.8387  24.3137  0.04
H  -2.5785  24.0146  27.4922  0.07
H  -7.0125  21.9481  25.9957  0.06
H  -3.3845  20.0482  24.9643  0.07
H  -1.5411  16.5321  22.7677  0.07
H  -8.7378  22.6422  26.1258  0.08
H  -8.4320  18.8099  23.9584  0.12
H  -10.3638  15.5582  23.2256  0.07
H  1.3393  19.4167  25.3406  0.09
H  -5.5479  18.5321  24.7167  0.03
H  -12.2653  18.1249  22.0112  0.06
H  1.6348  20.7561  24.1232  0.07
H  -3.0615  18.9946  29.4513  0.00
H  -6.8515  15.3014  25.1981  0.06
H  -11.5198  16.9929  24.5797  0.08
H  -5.5628  21.2720  22.0428  0.05
H  -10.4610  19.0939  19.1155  0.08
H  -11.4836  18.3146  20.1425  0.07
H  -7.1069  15.6541  26.8058  0.07
H  -3.1927  23.0467  26.1308  0.06


Entry 2:
Here is a single C24H34N2O3 molecule from the OMol25 dataset. Energies are from ωB97M-V/def2-TZVPD.

SMILES = COCc1cc(CN2CCN(CCc3ccccc3)[C@H](CCO)C2)ccc1OC
HOMO energy = -7.82 eV
ΔE to the lowest compared entry with this formula, charge and spin = 316.2 kJ/mol
2S+1 = 1
energy = -34561.656 eV

Each line ends with the Löwdin charge.
Geometry (Å):
O  -0.5599  -2.4174  2.0314  -0.06
O  -5.8719  -0.7339  0.2164  -0.09
O  -2.2875  -2.7001  -0.3615  -0.22
N  2.2443  1.5044  0.9147  -0.14
N  -0.0951  1.6262  -0.6212  -0.17
C  -3.7303  2.1077  -0.7636  -0.03
C  4.1736  0.0200  1.7752  -0.13
C  -1.2561  2.1993  -1.2770  -0.15
C  6.0820  -0.2608  -1.4795  -0.09
C  2.3254  1.3592  -0.5190  -0.16
C  5.6374  0.1936  -0.2519  -0.06
C  -4.8105  0.0426  -0.1571  -0.23
C  -7.1315  -0.1237  0.3569  -0.08
C  -0.1158  1.8384  0.8138  -0.13
C  4.5963  -2.1288  -1.3220  -0.08
C  5.5589  -1.4225  -2.0218  -0.10
C  0.7291  -0.4940  1.2565  -0.12
C  -3.4944  -2.0921  0.0444  -0.15
C  4.6572  -0.4976  0.4531  -0.25
C  4.1515  -1.6700  -0.0947  -0.05
C  -2.2384  -3.0032  -1.7351  -0.09
C  -2.4618  0.0957  -0.6548  0.01
C  3.4556  1.3914  1.6754  -0.17
C  -2.5127  1.4642  -0.8926  -0.21
C  0.9996  1.0088  1.4647  -0.27
C  -0.3347  -1.0413  2.2112  -0.26
C  -3.5800  -0.6196  -0.2794  -0.11
C  1.1580  2.1103  -1.1631  -0.17
C  -4.8732  1.4058  -0.4087  -0.01
H  -1.1059  2.1014  -2.3589  0.13
H  1.0125  1.2205  2.5408  0.15
H  -5.8057  1.9405  -0.3206  0.10
H  -3.5405  -2.2224  1.1314  0.14
H  -3.8008  3.1717  -0.9385  0.11
H  4.1630  2.1110  1.2485  0.11
H  3.2664  1.7949  -0.8628  0.12
H  -7.1199  0.6490  1.1322  0.10
H  0.4081  -0.6548  0.2270  0.10
H  1.2828  3.1932  -0.9779  0.13
H  6.0608  1.0947  0.1697  0.11
H  -4.3572  -2.6151  -0.3906  0.13
H  2.3018  0.3090  -0.8445  0.12
H  3.4037  -2.2356  0.4434  0.11
H  -7.8117  -0.9204  0.6543  0.09
H  4.1905  -3.0424  -1.7321  0.10
H  -0.9817  -2.5557  1.1698  0.05
H  -3.0143  -3.7308  -2.0017  0.09
H  5.0331  0.1698  2.4349  0.12
H  5.9057  -1.7789  -2.9806  0.10
H  6.8430  0.2900  -2.0136  0.10
H  1.6445  -1.0616  1.4148  0.09
H  0.0431  2.9036  1.0611  0.13
H  0.0036  -0.9306  3.2465  0.12
H  -7.4761  0.3125  -0.5864  0.10
H  -1.5145  -0.4091  -0.7473  0.11
H  -1.0893  1.5363  1.2011  0.12
H  -1.2576  -3.4373  -1.9210  0.10
H  1.1680  1.9394  -2.2428  0.12
H  -1.3711  3.2763  -1.0545  0.13
H  -1.2731  -0.4812  2.0954  0.11
H  3.2241  1.7167  2.6950  0.12
H  -2.3669  -2.1084  -2.3530  0.09
H  3.5167  -0.7084  2.2506  0.10


Entry 3:
Here is a molecular structure, C4H7NO from the OMol25 dataset. Energies are from ωB97M-V/def2-TZVPD.

HOMO energy = -8.82 eV
ΔE to the lowest compared entry with this formula, charge and spin = 441.0 kJ/mol
2S+1 = 1
energy = -7795.074 eV

Each line ends with the Löwdin charge.
Geometry (Å):
O  0.7527  1.4451  0.1835  0.00
N  -1.4793  0.2002  -1.2779  0.04
C  -0.5192  -0.5139  -0.4240  -0.23
C  1.9600  -0.3906  0.4302  -0.04
C  -1.8322  -0.0167  0.1082  -0.12
C  0.6998  0.1573  0.0657  -0.42
H  -1.1536  1.1604  -1.3998  0.10
H  2.1522  -0.3024  1.5047  0.07
H  1.9705  1.1264  0.3134  0.20
H  2.2809  -1.3581  0.0358  0.05
H  -2.6138  -0.7533  0.2912  0.11
H  -0.4124  -1.5769  -0.6337  0.14
H  -1.8055  0.8226  0.8026  0.11


Entry 4:
Here is a single C3H5NO2 molecule at a distorted geometry from the OMol25 dataset. Energies are from ωB97M-V/def2-TZVPD.

SMILES = CO/N=C\C=O
HOMO energy = -9.38 eV
ΔE to the lowest compared entry with this formula, charge and spin = 427.4 kJ/mol
2S+1 = 1
energy = -8773.265 eV

Each line ends with the Löwdin charge.
Geometry (Å):
O  -0.0404  0.8837  2.0937  0.05
O  0.6009  0.0129  -0.2336  -0.19
N  -0.7238  -0.1926  -0.3972  0.02
C  1.3570  0.0550  -1.5187  -0.01
C  -1.4970  -0.1293  0.5328  -0.13
C  -0.8475  -0.0195  1.8661  -0.20
H  -0.9772  -0.8620  2.5527  0.11
H  1.6956  1.2008  -1.6229  0.12
H  2.3025  -0.4427  -1.3858  0.06
H  -2.5150  -0.2514  0.3767  0.10
H  0.6450  -0.2549  -2.2637  0.07